# 1
A 14-piece molecular cluster, C20H73N5O14 overall in a non-equilibrium geometry, computed with ωB97M-V/def2-TZVPD.

The geometry in XYZ format:
```
112
Properties=species:S:1:pos:R:3:lowdin_charge:R:1
C 2.933 -0.522 -3.546 -0.0521
C 3.793 0.444 -2.700 -0.4169
C 3.217 1.831 -2.586 -0.2063
O 3.062 2.450 -3.855 -0.1916
C 2.950 3.856 -3.690 -0.1050
N 3.974 -0.148 -1.389 0.0548
H 3.444 -1.453 -3.788 0.0667
H 2.572 -0.055 -4.470 0.0791
H 2.024 -0.720 -2.976 0.0459
H 4.751 0.537 -3.226 0.1371
H 3.789 2.468 -1.906 0.1281
H 2.202 1.790 -2.158 0.1147
H 3.791 4.348 -3.197 0.0900
H 2.084 4.003 -3.034 0.0811
H 2.787 4.285 -4.673 0.0893
H 3.162 0.063 -0.818 0.0429
H 4.025 -1.154 -1.444 0.0582
C -0.597 -0.087 -2.308 -0.0607
C -0.297 -1.120 -1.228 -0.4020
C -0.068 -0.525 0.135 -0.1842
O 1.194 0.114 0.195 -0.2247
C 1.705 0.398 1.472 -0.0860
N -1.435 -2.071 -1.232 0.0609
H -1.493 0.520 -2.120 0.0900
H -0.790 -0.533 -3.283 0.0766
H 0.184 0.677 -2.366 0.0580
H 0.597 -1.628 -1.611 0.1096
H -0.058 -1.264 0.953 0.1302
H -0.905 0.146 0.383 0.1236
H 2.593 1.012 1.338 0.0747
H 2.097 -0.512 1.951 0.0801
H 0.964 0.854 2.132 0.0863
H -1.081 -2.873 -0.699 0.0611
H -1.540 -2.493 -2.149 0.0598
C 0.324 -4.898 8.217 -0.0729
C 0.063 -4.240 6.875 -0.4385
C 1.214 -3.332 6.440 -0.2112
O 0.838 -2.729 5.220 -0.2050
C 1.814 -1.903 4.665 -0.1190
N -0.086 -5.293 5.847 0.0407
H 0.998 -5.752 8.109 0.0763
H -0.597 -5.340 8.599 0.0750
H 0.834 -4.217 8.903 0.0751
H -0.824 -3.598 6.943 0.1288
H 2.149 -3.902 6.403 0.1349
H 1.333 -2.544 7.193 0.1276
H 2.654 -2.467 4.238 0.0948
H 2.174 -1.097 5.316 0.0948
H 1.360 -1.387 3.811 0.0604
H 0.126 -4.894 4.937 0.0621
H -1.071 -5.543 5.807 0.0723
C -0.561 2.886 -4.784 -0.0468
C -1.118 4.289 -4.551 -0.4410
C -2.309 4.691 -5.410 -0.2220
O -2.050 4.499 -6.781 -0.1732
C -3.131 4.944 -7.552 -0.1362
N -1.428 4.403 -3.115 0.0412
H 0.402 2.760 -4.291 0.0539
H -0.403 2.745 -5.857 0.0787
H -1.258 2.127 -4.426 0.0753
H -0.305 4.995 -4.783 0.1306
H -2.530 5.740 -5.178 0.1255
H -3.150 4.062 -5.083 0.1315
H -2.915 4.662 -8.588 0.0865
H -3.346 6.016 -7.542 0.0865
H -4.062 4.396 -7.357 0.0876
H -0.644 4.094 -2.549 0.0424
H -1.542 5.383 -2.866 0.0699
C -2.381 2.926 4.578 -0.0577
C -1.514 2.145 3.575 -0.4291
C -2.028 0.715 3.399 -0.2204
O -1.921 0.035 4.620 -0.1691
C -2.083 -1.356 4.463 -0.1032
N -1.497 2.807 2.268 0.0362
H -2.038 3.954 4.685 0.0731
H -2.367 2.433 5.553 0.0770
H -3.416 2.916 4.225 0.0830
H -0.507 2.089 4.002 0.1354
H -1.426 0.273 2.597 0.1016
H -3.078 0.766 3.079 0.1388
H -1.302 -1.870 3.896 0.0774
H -3.010 -1.591 3.921 0.0924
H -2.186 -1.777 5.459 0.0845
H -1.414 3.803 2.453 0.0871
H -2.426 2.699 1.860 0.0990
O 2.157 -3.697 -2.072 -0.0499
H 3.120 -3.677 -2.109 0.0365
H 1.882 -3.665 -2.993 0.0251
O 0.014 2.923 -0.299 -0.0762
H 0.356 2.037 -0.472 -0.0112
H -0.418 2.843 0.573 -0.0155
O 4.943 1.922 2.171 -0.0516
H 5.043 2.359 3.026 0.0536
H 4.947 0.979 2.375 0.0472
O -4.067 -0.848 -0.557 -0.1070
H -3.139 -0.913 -0.846 -0.0208
H -4.255 -1.714 -0.153 -0.0158
O -4.102 -3.523 0.672 -0.0612
H -4.493 -3.961 -0.093 0.0517
H -3.148 -3.633 0.541 0.0166
O -2.085 -5.571 -3.065 -0.0649
H -2.309 -6.093 -3.841 0.0546
H -1.682 -4.752 -3.431 0.0079
O -1.467 -5.156 -0.339 -0.0718
H -1.844 -5.958 0.037 0.0471
H -1.610 -5.269 -1.304 -0.0003
O -1.194 -3.312 -4.537 -0.0398
H -0.413 -3.832 -4.768 0.0606
H -1.675 -3.206 -5.370 0.0739
O 3.898 4.348 0.752 -0.0680
H 3.460 4.765 1.501 0.0288
H 4.089 3.444 1.046 -0.0118
```

Gap between HOMO and LUMO, eV: 8.3
ΔE to the lowest compared entry with this formula, charge and spin, eV: 0.437
HOMO energy, eV: -8.72
Net charge: 0

=====

# 2
A 6-piece molecular cluster, C18H48O18S6 overall in a non-equilibrium geometry, computed with ωB97M-V/def2-TZVPD.

The geometry in XYZ format:
```
90
Properties=species:S:1:pos:R:3:lowdin_charge:R:1
C -5.389 10.033 -2.381 -0.0525
C -6.395 10.882 -3.273 -0.2370
O -7.322 11.343 -2.295 -0.2981
S -8.947 11.484 -2.614 0.6649
C -9.611 9.757 -2.099 -0.0850
O -9.588 12.405 -1.731 -0.2791
O -9.086 11.557 -4.059 -0.3116
H -5.858 9.196 -1.865 0.0717
H -4.737 10.567 -1.690 0.0718
H -4.639 9.642 -3.069 0.0635
H -5.963 11.761 -3.750 0.1183
H -6.900 10.290 -4.036 0.1075
H -8.948 9.028 -2.565 0.0437
H -10.531 9.523 -2.636 0.0603
H -9.551 9.603 -1.022 0.0618
C -6.284 6.510 -7.784 -0.0605
C -6.083 5.345 -8.746 -0.2877
O -7.375 4.995 -9.138 -0.3009
S -7.764 3.440 -9.437 0.7313
C -8.452 3.031 -7.754 -0.0997
O -8.939 3.463 -10.372 -0.3281
O -6.541 2.638 -9.807 -0.3236
H -5.436 6.761 -7.147 0.0786
H -7.088 6.352 -7.064 0.0804
H -6.542 7.321 -8.465 0.0797
H -5.466 5.487 -9.634 0.1335
H -5.839 4.515 -8.083 0.1063
H -7.784 3.375 -6.964 0.0575
H -8.625 1.957 -7.685 0.0655
H -9.378 3.561 -7.533 0.0684
C -3.283 -6.135 -0.977 -0.0447
C -2.324 -7.002 -0.061 -0.2667
O -1.251 -7.667 -0.726 -0.2909
S 0.273 -7.549 -0.169 0.6996
C 0.018 -8.689 1.340 -0.0733
O 1.187 -8.226 -1.100 -0.3039
O 0.584 -6.142 0.205 -0.3229
H -3.704 -6.673 -1.826 0.0735
H -2.820 -5.196 -1.280 0.0747
H -4.144 -5.957 -0.334 0.0684
H -1.909 -6.357 0.714 0.1070
H -2.935 -7.763 0.425 0.1094
H 0.541 -9.623 1.136 0.0640
H -1.035 -8.957 1.422 0.0448
H 0.191 -8.059 2.213 0.0610
C 2.105 11.410 1.283 -0.0670
C 2.545 9.963 1.270 -0.3594
O 1.503 9.298 0.732 -0.2628
S 1.060 7.775 1.273 0.7149
C 2.072 6.741 0.125 -0.0967
O 1.552 7.529 2.667 -0.3239
O -0.363 7.688 0.998 -0.2946
H 1.880 11.705 0.258 0.0771
H 2.782 12.191 1.628 0.0815
H 1.152 11.450 1.810 0.0861
H 3.366 9.863 0.560 0.1221
H 2.853 9.701 2.282 0.1221
H 2.119 7.248 -0.839 0.0669
H 1.584 5.768 0.070 0.0669
H 3.070 6.706 0.562 0.0667
C -5.639 -2.927 9.568 -0.0775
C -6.252 -2.482 8.288 -0.3240
O -7.565 -3.046 8.183 -0.2773
S -8.328 -2.854 6.642 0.7293
C -7.555 -4.293 5.736 -0.0988
O -9.791 -3.074 6.771 -0.3094
O -7.841 -1.591 6.097 -0.3121
H -5.532 -4.012 9.564 0.0853
H -6.312 -2.635 10.374 0.0844
H -4.687 -2.415 9.709 0.0874
H -6.417 -1.406 8.228 0.1208
H -5.584 -2.909 7.540 0.1080
H -6.477 -4.279 5.899 0.0555
H -7.741 -4.107 4.678 0.0606
H -8.105 -5.221 5.897 0.0679
C -5.578 -0.010 0.084 -0.0633
C -5.565 0.634 -1.290 -0.3199
O -6.197 1.893 -1.276 -0.2547
S -5.489 3.029 -2.255 0.6775
C -4.175 3.539 -1.092 -0.1084
O -4.958 2.382 -3.457 -0.2976
O -6.409 4.160 -2.394 -0.3054
H -4.852 0.571 0.652 0.0747
H -5.193 -1.030 0.096 0.0819
H -6.538 0.033 0.599 0.0824
H -4.489 0.714 -1.442 0.1020
H -6.027 0.034 -2.074 0.1256
H -3.521 2.670 -1.018 0.0583
H -4.595 3.829 -0.129 0.0741
H -3.652 4.462 -1.341 0.0723
```

Gap between HOMO and LUMO, eV: 11.0
SMILES: CCOS(C)(=O)=O.CCOS(C)(=O)=O.CCOS(C)(=O)=O.CCOS(C)(=O)=O.CCOS(C)(=O)=O.CCOS(C)(=O)=O
ΔE to the lowest compared entry with this formula, charge and spin, eV: 5.642
HOMO energy, eV: -11.01
Net charge: 0

=====

# 3
A single C20H21N5O3S molecule in a non-equilibrium geometry, computed with ωB97M-V/def2-TZVPD.

The geometry in XYZ format:
```
50
Properties=species:S:1:pos:R:3:nbo_charge:R:1
C 7.376 2.547 -0.586 -0.2539
O 6.972 1.388 0.106 -0.4866
C 5.666 1.028 0.071 0.3286
C 4.662 1.718 -0.607 -0.3110
C 3.363 1.255 -0.571 -0.1491
C 3.024 0.099 0.136 -0.0673
C 1.656 -0.357 0.160 0.2103
N 0.718 0.227 -0.491 -0.2330
N -0.458 -0.398 -0.281 -0.2749
C -1.637 -0.009 -0.827 0.6680
O -2.668 -0.615 -0.605 -0.6180
C -1.567 1.266 -1.628 -0.6046
S -1.984 2.628 -0.469 0.2539
C -3.697 2.291 -0.356 0.1385
N -4.592 2.585 -1.253 -0.2779
N -5.767 2.118 -0.820 -0.2903
C -5.582 1.543 0.339 0.3387
C -6.616 0.882 1.163 -0.6574
N -4.269 1.631 0.697 -0.3541
C -3.633 1.098 1.864 -0.4159
C -0.329 -1.586 0.589 -0.0936
C -0.758 -2.814 -0.141 0.2815
C -0.381 -3.312 -1.355 -0.3184
C -1.128 -4.501 -1.537 -0.3058
C -1.897 -4.632 -0.423 0.0881
O -1.678 -3.617 0.427 -0.3913
C 1.167 -1.559 0.944 -0.4615
C 4.037 -0.586 0.815 -0.1779
C 5.334 -0.130 0.782 -0.2635
H 6.876 3.440 -0.199 0.1787
H 8.448 2.632 -0.414 0.2036
H 7.188 2.459 -1.660 0.1785
H 4.883 2.615 -1.162 0.2228
H 2.582 1.788 -1.090 0.2286
H -2.309 1.280 -2.424 0.2611
H -0.563 1.464 -1.992 0.2577
H -7.571 0.960 0.653 0.2503
H -6.688 1.357 2.142 0.2197
H -6.365 -0.169 1.305 0.2266
H -3.607 0.008 1.803 0.2225
H -4.179 1.400 2.759 0.2069
H -2.614 1.483 1.912 0.2313
H -0.979 -1.460 1.461 0.2336
H 0.329 -2.884 -2.032 0.2297
H -1.096 -5.157 -2.382 0.2295
H -2.611 -5.374 -0.127 0.2038
H 1.337 -1.424 2.013 0.2347
H 1.673 -2.469 0.620 0.2397
H 3.808 -1.482 1.371 0.2120
H 6.122 -0.651 1.302 0.2268
```

Gap between HOMO and LUMO, eV: 8.4
SMILES: COc1ccc(C2=NN(C(=O)CSc3nnc(C)n3C)[C@@H](c3ccco3)C2)cc1
ΔE to the lowest compared entry with this formula, charge and spin, eV: 4.057
HOMO energy, eV: -8.14
Net charge: 0

=====

# 4
C15H26Cl2N6ReS2 as an isolated structure, computed with ωB97M-V/def2-TZVPD.

The geometry in XYZ format:
```
52
Properties=species:S:1:pos:R:3:nbo_charge:R:1
Re -0.729 -0.347 0.293 0.8316
C -0.745 -3.986 0.948 -0.4541
C -0.934 -3.053 2.146 -0.2163
N -1.631 -1.776 1.817 -0.6315
C -1.952 -1.072 3.092 -0.2366
C -2.258 0.367 2.782 -0.2393
N -1.133 0.934 1.971 -0.5943
C 0.019 1.447 2.799 -0.2277
C 1.176 0.481 3.000 -0.4450
C 2.075 0.351 1.788 -0.2212
N 1.469 -0.436 0.672 -0.6615
C 1.961 -1.830 0.603 -0.2364
C 1.367 -2.428 -0.651 -0.2583
N -0.112 -2.160 -0.697 -0.6003
C -0.950 -3.376 -0.426 -0.2204
H -1.451 -4.815 1.014 0.2632
H 0.239 -4.454 1.013 0.2376
H 0.017 -2.768 2.594 0.1991
H -1.501 -3.561 2.929 0.2309
H -2.530 -2.029 1.410 0.3950
H -1.089 -1.157 3.750 0.2166
H -2.790 -1.560 3.592 0.2457
H -2.386 0.958 3.689 0.2443
H -3.166 0.455 2.184 0.2355
H -1.520 1.758 1.513 0.4393
H -0.396 1.762 3.756 0.2334
H 0.386 2.342 2.295 0.2313
H 0.846 -0.499 3.351 0.2080
H 1.782 0.886 3.814 0.2713
H 3.024 -0.115 2.060 0.2303
H 2.307 1.342 1.396 0.2255
H 1.821 0.004 -0.181 0.4223
H 1.659 -2.361 1.504 0.2072
H 3.051 -1.851 0.547 0.2410
H 1.548 -3.499 -0.730 0.2429
H 1.809 -1.949 -1.526 0.2467
H -0.323 -1.916 -1.667 0.4409
H -0.704 -4.119 -1.186 0.2414
H -1.985 -3.079 -0.592 0.2205
S -0.389 1.319 -1.174 0.2336
C -2.016 1.068 -1.814 -0.2696
S -2.732 -0.218 -0.851 0.1199
C -2.548 1.711 -2.866 -0.1985
C -1.753 2.681 -3.564 0.2311
N -1.093 3.472 -4.072 -0.1843
C -3.878 1.416 -3.307 0.2181
N -4.938 1.148 -3.655 -0.1565
Cl 3.360 0.926 -1.831 -0.0445
C 2.656 1.011 -3.464 -0.3760
Cl 1.500 -0.296 -3.757 -0.0336
H 3.468 0.912 -4.174 0.2551
H 2.141 1.959 -3.561 0.2470
```

Multiplicity: 2
Gap between HOMO and LUMO (spin up / spin down), eV: 6.5 / 7.3
ΔE to the lowest compared entry with this formula, charge and spin, eV: 0.000
HOMO energy (spin up / spin down), eV: -15.01 / -15.29
Net charge: +2

=====

# 5
A 3-piece molecular cluster, C4H14N2O3S overall, computed with ωB97M-V/def2-TZVPD.

The geometry in XYZ format:
```
24
Properties=species:S:1:pos:R:3:nbo_charge:R:1
N -0.657 -0.199 -2.823 -0.7937
C -0.454 0.374 -1.624 0.7067
O 0.245 1.377 -1.506 -0.6834
C -1.120 -0.288 -0.429 -0.1313
N -1.957 0.740 0.184 -0.8250
C -0.044 -0.900 0.474 -0.4481
C -0.612 -1.591 1.713 -0.5108
S -0.660 -0.541 3.206 -0.0576
H -0.262 0.228 -3.644 0.4084
H -1.264 -0.993 -2.915 0.4011
H -1.802 -1.073 -0.760 0.1833
H -1.394 1.540 0.454 0.3679
H -2.441 0.385 0.998 0.3654
H 0.551 -1.613 -0.099 0.2284
H 0.670 -0.125 0.742 0.2412
H -0.064 -2.498 1.951 0.2271
H -1.654 -1.875 1.559 0.2106
H 0.663 -0.371 3.327 0.1267
O 2.840 -0.133 -0.950 -0.9641
H 2.341 0.298 -1.648 0.4733
H 2.918 0.498 -0.223 0.4910
O 1.767 2.144 0.705 -0.9856
H 1.248 2.659 1.332 0.4703
H 1.140 1.958 -0.023 0.4983
```

Gap between HOMO and LUMO, eV: 9.6
SMILES: NC(=O)[C@H](N)CCS.O.O
ΔE to the lowest compared entry with this formula, charge and spin, eV: 0.000
HOMO energy, eV: -9.03
Net charge: 0

=====

# 6
C22H35BCl2N8PdSi as an isolated structure in a non-equilibrium geometry, computed with ωB97M-V/def2-TZVPD.

The geometry in XYZ format:
```
70
Properties=species:S:1:pos:R:3:lowdin_charge:R:1
Pd -0.072 -0.306 -0.785 0.7130
C -3.669 -0.185 1.953 0.0041
C -2.997 0.201 0.796 -0.1475
N -1.896 -0.526 0.648 -0.0213
N -1.831 -1.395 1.680 0.0475
C -2.890 -1.196 2.484 -0.0042
B -0.861 -2.596 1.620 -0.6394
N -1.102 -3.214 0.218 0.0239
C -1.740 -4.347 -0.122 -0.0078
C -1.964 -4.333 -1.487 0.0020
C -1.418 -3.121 -1.923 -0.1367
N -0.900 -2.475 -0.891 -0.0506
N 0.610 -2.128 1.703 0.0370
C 1.572 -2.530 2.555 0.0035
C 2.772 -1.974 2.157 0.0042
C 2.452 -1.217 1.032 -0.1237
N 1.156 -1.323 0.780 -0.0240
N -1.146 -3.620 2.700 -0.0258
C -0.638 -4.865 2.798 -0.1069
C -1.205 -5.473 3.912 -0.0173
C -2.051 -4.493 4.470 -0.0964
N -1.928 -3.403 3.765 0.0313
H -4.577 0.225 2.338 0.1161
H -3.306 0.921 0.064 0.1029
H -3.027 -1.782 3.377 0.1142
H -2.007 -5.101 0.591 0.1363
H -2.451 -5.080 -2.079 0.1167
H -1.407 -2.724 -2.920 0.0997
H 1.368 -3.169 3.393 0.1442
H 3.735 -2.105 2.603 0.1194
H 3.098 -0.640 0.399 0.1079
H 0.071 -5.253 2.094 0.1283
H -0.987 -6.436 4.327 0.1052
H -2.641 -4.533 5.363 0.1198
Cl 1.124 -1.152 -2.935 0.5709
C 2.234 -2.179 -3.876 -0.8820
Cl 3.914 -1.646 -3.690 0.5924
H 1.939 -2.083 -4.921 0.0575
H 2.138 -3.201 -3.509 0.0561
C 2.435 2.520 0.286 -0.2230
Si 0.857 1.960 -0.673 0.9765
C -0.653 3.509 0.487 -0.3930
C -0.009 4.840 0.611 -0.0159
C -0.781 2.748 1.763 -0.0164
C -1.831 3.475 -0.426 -0.0496
C 1.497 2.924 -2.775 -0.4395
C 1.868 4.335 -2.487 -0.0320
C 2.643 2.050 -3.162 -0.0449
C 0.240 2.716 -3.555 -0.0619
H 2.580 3.598 0.322 0.0330
H 3.335 2.095 -0.160 0.0459
H 2.403 2.175 1.319 0.0451
H 0.910 4.827 1.187 0.1048
H -0.698 5.488 1.167 0.1576
H 0.149 5.330 -0.345 0.0904
H 0.141 2.741 2.333 0.1078
H -1.133 1.730 1.611 0.0640
H -1.524 3.257 2.389 0.1620
H -1.669 4.068 -1.320 0.0943
H -2.686 3.921 0.093 0.1496
H -2.123 2.463 -0.701 0.0657
H 2.655 4.432 -1.745 0.0997
H 1.018 4.951 -2.216 0.0865
H 2.291 4.766 -3.403 0.1496
H 3.511 2.187 -2.524 0.1040
H 2.965 2.338 -4.170 0.1550
H 2.378 0.997 -3.212 0.0099
H -0.598 3.299 -3.181 0.0845
H -0.052 1.666 -3.613 0.0776
H 0.412 3.049 -4.584 0.1425
```

Multiplicity: 2
Gap between HOMO and LUMO (spin up / spin down), eV: 2.1 / 1.8
ΔE to the lowest compared entry with this formula, charge and spin, eV: 5.872
HOMO energy (spin up / spin down), eV: -15.46 / -15.45
Net charge: +3